Below is a cluster of 2 separate species, C6H11N3O2 in total in a non-equilibrium geometry, with properties calculated with wB97M-V/def2-TZVPD.

XYZ file:
```
22
Properties=species:S:1:pos:R:3:nbo_charge:R:1
C -0.66 -2.16 -0.93 -0.5902
C 0.51 -2.27 0.15 -0.4675
C 0.03 -1.88 1.43 -0.1284
C -0.10 -0.52 1.77 0.0029
N 0.16 0.81 1.15 -0.6160
C -0.10 1.79 1.99 0.7121
N 0.07 3.11 1.77 -0.8041
O -0.67 1.31 3.15 -0.5128
C -0.64 -0.12 3.08 0.7450
O -1.01 -0.76 4.01 -0.5241
H -1.43 -2.95 -0.53 0.1998
H -0.31 -2.49 -1.85 0.2018
H -1.14 -1.16 -1.29 0.2231
H 1.29 -1.59 -0.33 0.2376
H 0.73 -3.34 0.21 0.2204
H -0.33 -2.58 2.20 0.2428
H 0.04 3.42 0.83 0.4406
H -0.30 3.73 2.47 0.4043
N 0.02 3.33 -1.34 -1.1179
H 0.32 2.35 -1.00 0.3884
H 0.91 3.49 -1.75 0.3628
H -0.75 3.33 -2.02 0.3792
```

structure (SMILES) = CC/C=C1\N=C(N)OC1=O.N
HOMO = -8.38 eV
frontier orbital gap = 0.314 hartree
E_tot = -549.9337 a.u.
relative energy (zero: lowest compared OMol25 entry of this formula, charge and spin) = 8.3 kcal/mol